[1]
58
Properties=species:S:1:pos:R:3 method="wB97M-V/def2-TZVPD" gap_ha=0.093 total_charge=-2 e_above_lowest_kcal_mol=59.9 e_lumo_ev=3.40 homo_energy_ev=0.87
Sr 0.289 -0.510 -0.076
O -6.544 1.297 0.188
C -5.214 0.933 0.271
O -4.958 -0.181 0.607
C -4.259 1.976 -0.070
C -4.500 3.313 -0.350
N -3.312 3.860 -0.645
N -2.310 2.974 -0.570
C -2.847 1.837 -0.210
C -1.911 0.641 -0.081
O -1.594 0.100 -1.156
O -1.479 0.363 1.057
H -6.600 2.199 -0.140
H -5.397 3.914 -0.349
H -3.089 4.827 -0.799
Br 1.098 6.517 0.445
C 2.545 5.464 1.089
C 3.730 6.126 1.371
C 4.828 5.411 1.817
C 4.735 4.034 1.981
C 3.548 3.381 1.700
C 2.432 4.080 1.253
I 0.661 3.035 0.828
H 3.784 7.198 1.237
H 5.759 5.925 2.023
H 5.593 3.464 2.313
H 3.485 2.303 1.793
C 3.946 -1.768 1.406
C 4.606 -0.617 0.709
C 5.973 -0.455 0.763
C 6.637 0.578 0.088
C 5.863 1.444 -0.689
C 4.491 1.330 -0.784
C 3.709 2.265 -1.663
C 3.748 0.293 -0.057
N 2.443 0.203 -0.079
H 4.649 -2.280 2.072
H 3.563 -2.490 0.676
H 3.078 -1.428 1.979
H 6.562 -1.163 1.348
H 7.715 0.690 0.154
H 6.365 2.236 -1.250
H 4.327 2.657 -2.479
H 3.314 3.123 -1.103
H 2.848 1.732 -2.075
O 1.118 -3.922 -1.230
B 0.695 -3.079 -0.141
O 0.835 -3.907 1.030
C 1.321 -5.113 0.657
C 1.624 -6.220 1.424
C 2.106 -7.351 0.763
C 2.279 -7.360 -0.614
C 1.977 -6.236 -1.387
C 1.494 -5.122 -0.732
H 1.495 -6.204 2.499
H 2.348 -8.238 1.339
H 2.659 -8.252 -1.098
H 2.118 -6.233 -2.460

[2]
58
Properties=species:S:1:pos:R:3 method="wB97M-V/def2-TZVPD" gap_ha=0.260 total_charge=-1 e_above_lowest_kcal_mol=0.0 e_lumo_ev=2.05 homo_energy_ev=-5.02
Mg -0.528 -1.553 1.626
O -0.128 -1.302 5.361
Cl -0.810 -1.943 4.294
O -1.765 -2.880 4.776
O 0.142 -2.607 3.396
O -1.467 -0.950 3.431
C 1.293 4.370 -1.904
C 0.443 4.100 -0.655
C -0.302 5.381 -0.256
C 1.381 3.710 0.483
C -0.570 2.997 -0.959
C -1.489 3.186 -2.009
C -2.418 2.229 -2.356
C -2.435 1.040 -1.636
S -3.434 -0.365 -1.826
C -2.576 -1.138 -0.515
N -1.656 -0.402 0.034
C -1.544 0.833 -0.582
C -0.610 1.815 -0.241
C -2.856 -2.514 -0.085
C -3.884 -3.244 -0.690
C -4.120 -4.544 -0.283
C -3.330 -5.088 0.726
C -2.320 -4.337 1.313
C -2.030 -3.018 0.935
H 2.026 5.154 -1.695
H 0.684 4.696 -2.749
H 1.832 3.470 -2.202
H 0.414 6.178 -0.039
H -0.906 5.211 0.637
H -0.964 5.729 -1.051
H 2.094 4.516 0.669
H 1.953 2.811 0.245
H 0.842 3.521 1.413
H -1.468 4.113 -2.569
H -3.111 2.400 -3.170
H 0.064 1.603 0.579
H -4.501 -2.808 -1.470
H -4.912 -5.126 -0.740
H -3.512 -6.105 1.058
H -1.740 -4.795 2.109
I 3.366 1.732 2.926
C 3.257 0.362 1.364
C 4.380 0.156 0.550
C 4.388 -0.781 -0.449
I 6.102 -0.984 -1.627
C 3.252 -1.607 -0.652
C 3.139 -2.635 -1.615
C 1.998 -3.387 -1.684
C 0.953 -3.130 -0.781
N 1.025 -2.172 0.109
C 2.132 -1.402 0.180
C 2.071 -0.359 1.194
O 0.993 -0.180 1.842
H 5.259 0.762 0.725
H 3.965 -2.822 -2.289
H 1.894 -4.178 -2.414
H 0.042 -3.719 -0.780

[3]
68
Properties=species:S:1:pos:R:3 method="wB97M-V/def2-TZVPD" gap_ha="0.278 / 0.278" total_charge=+2 e_above_lowest_kcal_mol=3.0 e_lumo_ev="-4.83 / -4.83" multiplicity=4 homo_energy_ev="-12.39 / -12.40"
Nd 0.017 0.104 -0.001
C -2.266 0.956 2.662
C -0.863 1.123 3.229
N 0.138 0.260 2.560
C -0.081 -1.184 2.850
C 0.093 -1.628 4.299
C 1.497 0.709 2.944
C 2.582 0.090 2.081
N 2.221 0.276 0.678
C 3.123 -0.013 -0.296
C 2.755 0.234 -1.660
F 1.402 0.571 -1.890
C 3.571 0.079 -2.732
F 3.082 0.281 -3.960
C 4.896 -0.330 -2.559
C 5.298 -0.642 -1.247
F 6.522 -1.123 -1.055
C 4.468 -0.511 -0.168
F 4.910 -0.916 1.028
H -2.907 1.755 3.035
H -2.724 0.010 2.952
H -2.238 1.018 1.572
H -0.868 0.946 4.307
H -0.539 2.152 3.079
H 0.607 -1.753 2.223
H -1.094 -1.431 2.526
H 1.116 -1.498 4.649
H -0.140 -2.691 4.366
H -0.580 -1.103 4.977
H 1.704 0.511 3.998
H 1.527 1.788 2.796
H 2.712 -0.972 2.311
H 3.520 0.588 2.326
H 5.587 -0.389 -3.387
C -1.272 4.896 -1.509
N -2.394 3.974 -1.345
C -3.748 4.525 -1.436
C -2.151 2.691 -1.037
N -0.975 2.213 -0.740
N -3.275 1.871 -1.061
C -3.394 0.503 -0.919
N -4.645 0.056 -1.162
N -2.405 -0.266 -0.582
H -1.606 5.747 -2.094
H -0.463 4.425 -2.066
H -0.895 5.256 -0.549
H -4.241 4.258 -2.375
H -3.682 5.607 -1.403
H -4.360 4.222 -0.587
H -0.287 2.957 -0.758
H -4.118 2.334 -1.349
H -5.409 0.658 -1.415
H -4.870 -0.911 -1.014
H -2.716 -1.229 -0.528
C 2.367 -3.571 -1.576
As 0.481 -3.282 -1.420
C -0.362 -4.901 -0.832
C -0.241 -2.765 -3.122
O 0.148 -2.049 -0.318
H 2.534 -4.457 -2.189
H 2.791 -3.720 -0.585
H 2.835 -2.705 -2.046
H -0.069 -5.721 -1.487
H -1.442 -4.775 -0.863
H -0.045 -5.114 0.187
H -0.074 -3.546 -3.864
H 0.249 -1.848 -3.445
H -1.310 -2.600 -3.006

| no. | electronic energy (a.u.) |
| --- | --- |
| 1 | -4507.721334 |
| 2 | -3142.369535 |
| 3 | -4399.787460 |